{"formula": "C8H12ClN2", "method": "the ωB97M-V functional and the def2-TZVPD basis", "orbital_gap_ha": 0.2377, "multiplicity": 1, "charge": 1, "homo_energy_ha": -0.44871, "elements": ["C", "C", "C", "C", "C", "C", "C", "C", "N", "N", "Cl", "H", "H", "H", "H", "H", "H", "H", "H", "H", "H", "H", "H"], "coordinates": [[-0.4634, -0.1869, 2.7621], [0.8176, 0.3493, 2.4800], [-1.0474, -1.0990, 1.9752], [1.3823, -0.0177, 1.2300], [0.0462, 1.9469, -2.1980], [-0.3646, -1.6723, 0.7662], [0.8287, -0.9312, 0.3420], [-1.2188, -2.3001, -0.3584], [0.7392, 1.8867, -1.1439], [0.0383, 2.9278, -3.0818], [1.4159, -1.3692, -1.1572], [-1.1187, 0.1449, 3.5731], [1.2791, 1.0290, 3.1150], [-1.9665, -1.5224, 2.3211], [2.1939, 0.5400, 0.8265], [-0.5539, 1.1311, -2.4197], [0.2281, -2.5402, 1.0134], [-1.5825, -1.5781, -1.0869], [-1.9855, -3.0158, 0.0114], [-0.6011, -2.8645, -1.0040], [1.5876, 2.4836, -1.0524], [-0.3595, 2.9752, -3.9978], [0.7051, 3.6830, -2.9160]], "forces_ev_per_angstrom": [[-0.64, 0.73, 1.00], [-1.24, -2.31, -3.28], [1.08, -1.36, -1.16], [0.26, 0.72, 0.28], [1.02, 0.65, 0.32], [-1.25, 0.72, -0.32], [-1.17, 0.38, 1.04], [-0.81, 0.02, 0.13], [1.69, -0.84, 1.37], [1.14, 2.40, -0.91], [0.94, 0.54, -0.13], [0.86, 0.14, 0.12], [0.85, 1.16, 0.92], [-0.56, -0.23, -0.29], [0.82, 0.22, 0.18], [-1.67, -1.38, -0.35], [0.35, -1.05, 1.30], [-0.66, 0.38, 0.55], [0.33, 0.93, -0.08], [0.85, -0.98, -0.28], [-1.36, 0.16, -0.32], [-0.44, -0.66, -0.08], [-0.41, -0.33, -0.04]], "lowdin_charge": [-0.041, 0.091, 0.049, -0.048, -0.417, -0.330, -0.588, -0.055, 0.046, 0.110, 0.904, 0.133, 0.113, 0.130, 0.102, 0.087, 0.188, 0.091, 0.114, 0.033, 0.067, 0.102, 0.116]}


{"formula": "C5H14N2OP", "method": "the ωB97M-V functional and the def2-TZVPD basis", "orbital_gap_ha": 0.3139, "multiplicity": 1, "charge": 1, "homo_energy_ha": -0.44052, "elements": ["C", "C", "C", "C", "C", "N", "N", "O", "P", "H", "H", "H", "H", "H", "H", "H", "H", "H", "H", "H", "H", "H", "H"], "coordinates": [[-1.0364, 0.1612, -0.2557], [-0.1034, -0.8727, -0.5159], [-3.1910, 1.0634, 0.3865], [-3.0486, -1.3479, -0.0964], [4.5791, 1.3039, 0.1941], [-2.3313, -0.0646, -0.0796], [3.9910, -1.0480, 0.0315], [-0.7275, 1.3864, 0.0328], [3.1211, 0.2257, 0.0740], [0.0097, -1.4944, 0.3846], [-0.6080, -1.5673, -1.2602], [0.9551, -0.4099, -0.8113], [-3.6572, 1.5472, -0.4628], [-3.9573, 0.7684, 1.0175], [-2.5322, 1.7248, 1.0437], [-4.1834, -1.3265, -0.2899], [-2.7131, -2.0255, -0.9273], [-2.9823, -1.9058, 0.9201], [4.6626, 1.0442, 1.2450], [5.4325, 0.8266, -0.2715], [4.3711, 2.2819, -0.1661], [3.6884, -1.9759, -0.1938], [0.2610, 1.7048, 0.0010]], "forces_ev_per_angstrom": [[-2.71, 0.60, 1.67], [2.25, -1.46, -1.86], [2.63, 1.38, 0.23], [-0.79, -2.49, 0.11], [-0.86, -0.84, 0.09], [-1.13, 0.44, 0.31], [-0.02, -1.10, -0.54], [3.00, 1.94, -0.33], [1.10, 0.09, -0.77], [0.16, 0.27, -0.07], [1.19, 0.77, 0.51], [-2.53, -1.39, 0.37], [0.32, 0.42, -0.13], [-1.38, -1.35, 1.07], [-1.22, -0.50, -1.34], [1.81, 1.02, 0.26], [0.14, 0.63, 0.95], [0.30, 1.02, -1.67], [0.67, 1.41, 0.71], [-0.13, 0.02, -0.34], [0.21, 1.15, 0.56], [-0.66, -0.48, 0.38], [-2.37, -1.56, -0.16]], "lowdin_charge": [-0.392, -0.011, 0.019, -0.029, -0.332, -0.091, -0.276, 0.113, 0.806, 0.127, 0.124, 0.027, 0.112, 0.069, 0.129, 0.127, 0.100, 0.137, 0.020, 0.038, 0.013, -0.025, 0.194]}


Here are the calculated energy above the lowest of the compared OMol25 structures with the same formula, charge and spin numbers, same order: 194.1; 265.8 (kJ/mol).
Here are the calculated F_max numbers, same order: 0.0817; 0.0698 (Eh/bohr).